45
Properties=species:S:1:pos:R:3:forces:R:3 method="wB97M-V/def2-TZVPD" total_energy_ha=-1284.44646 total_charge=0 e_above_lowest_kcal_mol=0.0 spin_multiplicity=1 mol_weight_g_mol=422.77 lumo_ev=-1.29
Rb 21.548 -9.813 32.337 -0.4219 -0.9425 0.1634
C 20.366 -13.646 33.075 0.0129 -0.2779 0.1919
O 20.491 -12.337 32.758 0.5264 1.4788 -0.3841
H 20.971 -14.307 32.399 -0.1844 -0.1287 0.1460
H 20.695 -13.890 34.115 0.0046 -0.0428 -0.2156
H 19.319 -14.016 33.020 0.0976 -0.1012 -0.0683
C 17.139 -14.342 30.388 0.1614 0.1071 0.2183
C 17.757 -13.008 30.039 -0.1277 -0.4341 -0.1757
C 19.284 -13.062 29.820 -0.5596 0.4870 0.6353
O 19.468 -12.693 28.462 -0.1287 -0.1570 -0.2788
C 18.275 -12.419 27.878 0.0305 -0.4038 1.6484
O 18.148 -12.095 26.762 -0.1540 0.5123 -1.7448
O 17.256 -12.548 28.760 0.4750 -0.0525 0.2491
H 17.490 -14.620 31.385 -0.0182 -0.0843 -0.0348
H 17.437 -15.118 29.688 -0.0535 -0.0713 -0.1182
H 16.057 -14.255 30.425 -0.0831 -0.0879 -0.0743
H 17.451 -12.300 30.809 0.2197 0.2777 -0.1869
H 19.681 -14.054 30.027 0.0780 -0.0486 -0.1971
H 19.778 -12.337 30.461 0.2029 -0.1272 0.1642
C 23.148 -13.031 30.417 -0.4483 -0.1780 -0.2471
C 24.014 -14.018 31.174 0.1041 -0.0317 -0.3515
C 23.382 -15.379 31.513 -0.1002 0.2899 -0.3570
O 24.383 -16.333 31.131 -0.5001 -0.0141 0.3169
C 25.356 -15.736 30.409 -1.1693 0.8753 0.8158
O 26.275 -16.291 29.948 1.2753 -0.7978 -0.7815
O 25.121 -14.411 30.326 -0.0160 0.3723 0.1571
H 22.128 -12.983 30.821 0.2227 0.0998 0.3353
H 23.040 -13.326 29.370 0.1542 -0.0755 0.0532
H 23.603 -12.039 30.439 -0.0347 -0.0355 -0.0331
H 24.427 -13.507 32.046 0.0849 -0.3165 0.1280
H 22.464 -15.532 30.933 0.2157 -0.1293 -0.0440
H 23.134 -15.499 32.563 0.1509 0.0014 0.0810
C 22.155 -18.818 31.604 -0.1427 0.2419 0.1131
C 21.022 -19.202 32.518 -0.8065 0.0124 0.3848
C 20.469 -18.035 33.368 -0.1817 -0.1533 -0.0711
O 19.054 -18.061 33.141 0.3412 0.4677 0.2091
C 18.755 -18.902 32.141 0.7216 -0.2641 0.2004
O 17.682 -19.030 31.669 -0.8015 -0.0783 -0.3636
O 19.844 -19.607 31.768 0.5851 0.0237 -0.0732
H 22.662 -19.680 31.182 0.0169 -0.0711 -0.0635
H 22.874 -18.223 32.172 0.1052 -0.1316 -0.0765
H 21.768 -18.194 30.797 0.0498 -0.0024 -0.0276
H 21.282 -20.036 33.174 0.0471 -0.0239 -0.1621
H 20.876 -17.072 33.058 -0.1057 0.0733 -0.0884
H 20.621 -18.157 34.437 0.1541 -0.0573 0.0077

---

42
Properties=species:S:1:pos:R:3:forces:R:3 method="wB97M-V/def2-TZVPD" total_energy_ha=-4097.58258 total_charge=+1 spin_multiplicity=1 mol_weight_g_mol=378.38 lumo_ev=-6.22
S 7.490 1.086 0.679 -0.0529 0.8449 -0.4469
C 6.157 1.839 0.833 1.5371 -1.6959 0.8675
N 5.026 2.158 1.213 -1.7691 -0.1063 -0.4823
S 3.910 1.128 0.435 -0.3710 0.8071 -0.8271
Br 1.947 1.848 1.036 0.8878 -0.5036 0.1671
H 4.076 -0.109 1.016 -0.2659 0.5167 0.5440
C -1.105 0.017 -0.374 -0.0558 0.0246 0.0594
C -1.378 -0.446 -1.792 -0.1123 0.0256 0.0481
C -0.622 -1.737 -2.116 0.1639 0.2339 0.0498
C 0.826 -1.500 -1.963 -1.3761 -0.5581 -0.3460
N 1.941 -1.295 -1.846 1.2043 0.3907 0.4440
H -0.039 0.232 -0.282 -0.0024 0.0056 0.1852
H -1.663 0.925 -0.139 0.0286 -0.0072 -0.0337
H -1.382 -0.745 0.359 0.0573 0.0236 0.0236
H -1.092 0.342 -2.486 -0.0386 -0.2369 -0.0154
H -2.448 -0.611 -1.926 0.0372 -0.0866 -0.0884
H -0.830 -2.058 -3.137 0.1349 -0.0354 -0.0119
H -0.919 -2.544 -1.443 0.0844 -0.0353 0.0018
C 3.310 -4.084 3.181 0.0586 0.0121 -0.0242
C 2.883 -3.403 1.885 0.1738 -0.1302 0.1808
C 1.671 -2.482 2.067 0.0040 -0.2781 -0.1095
C 0.509 -3.248 2.543 1.0504 1.0032 -0.4662
N -0.387 -3.845 2.911 -0.9943 -0.6875 0.3815
H 2.524 -4.733 3.568 -0.0339 0.0537 0.0006
H 4.190 -4.705 3.012 0.0031 0.0218 0.0176
H 3.557 -3.349 3.950 -0.0143 -0.0314 0.0209
H 2.655 -4.165 1.139 -0.0266 0.1063 -0.0810
H 3.721 -2.814 1.497 -0.0686 0.0209 -0.0824
H 1.412 -2.009 1.117 -0.0809 0.0008 0.0153
H 1.893 -1.695 2.792 -0.0683 -0.0307 0.0700
C -5.333 3.286 -1.803 -0.0015 -0.0206 0.0226
C -4.284 3.542 -0.727 -0.2874 -0.0610 -0.0553
C -2.955 4.050 -1.298 -0.1248 -0.3382 -0.0204
C -2.380 3.058 -2.223 -0.4022 1.1861 0.8693
N -1.935 2.290 -2.937 0.3955 -0.5740 -0.7914
H -5.014 2.507 -2.497 0.0358 0.0406 -0.0188
H -6.268 2.957 -1.351 -0.0030 0.0363 -0.0097
H -5.536 4.193 -2.377 -0.0094 -0.0209 -0.0093
H -4.115 2.619 -0.166 0.0779 0.0516 0.0386
H -4.668 4.280 -0.021 0.1192 0.0201 0.0205
H -2.242 4.231 -0.493 0.0667 0.0265 -0.0648
H -3.102 4.987 -1.836 0.0388 -0.0149 -0.0434

---

43
Properties=species:S:1:pos:R:3:forces:R:3 method="wB97M-V/def2-TZVPD" total_energy_ha=-2059.09614 total_charge=+1 smiles="NCC[n+]1cc(CCCSC(=S)N2CCOCC2)n(Cl)c1" spin_multiplicity=1 mol_weight_g_mol=349.93 lumo_ev=-3.05
N -2.727 3.063 0.426 0.1630 -0.3380 -0.0269
C -2.268 2.894 -0.940 -0.0403 0.1487 0.0881
C -2.844 1.730 -1.737 0.0085 0.0733 -0.1054
N -2.462 0.400 -1.239 0.3523 -0.0276 -0.1187
C -2.841 -0.187 -0.060 -0.5510 -0.0960 0.4263
C -2.339 -1.450 0.005 0.2696 0.4084 -0.0544
C -2.549 -2.511 1.022 -0.2095 -0.0307 0.1595
C -1.496 -2.720 2.144 0.1675 0.0623 -0.2568
C -0.452 -1.619 2.345 -0.0128 -0.1007 0.4011
S 0.959 -1.923 1.267 -0.0785 -0.1880 -0.0672
C 1.500 -0.390 0.698 0.1608 0.2400 0.1710
S 0.820 1.075 0.992 -0.2098 -0.0740 -0.3177
N 2.661 -0.643 -0.053 -0.3825 0.4661 -0.0956
C 3.912 -0.546 0.723 0.2924 -0.4808 -0.0493
C 4.521 0.835 0.641 -0.0358 0.0465 -0.0801
O 4.795 1.125 -0.719 0.1757 0.0470 -0.0153
C 3.596 1.271 -1.441 -0.2026 0.0207 -0.0413
C 2.719 0.017 -1.369 0.0180 0.1127 -0.1127
N -1.605 -1.564 -1.161 0.1767 -0.4245 -0.0373
Cl -0.803 -2.946 -1.667 0.0678 -0.0966 -0.0626
C -1.688 -0.456 -1.892 -0.0587 0.1783 -0.0696
H -2.112 2.616 1.092 -0.0260 -0.0115 0.0300
H -3.674 2.749 0.583 -0.0785 0.1957 -0.0158
H -1.182 2.809 -0.935 0.0715 0.0523 0.0230
H -2.511 3.790 -1.520 0.0126 -0.0365 -0.0119
H -2.473 1.797 -2.760 -0.0778 -0.0731 -0.0142
H -3.934 1.767 -1.774 0.0237 -0.0183 0.0622
H -3.500 0.293 0.643 0.0507 0.0736 -0.0781
H -2.722 -3.461 0.513 -0.0148 0.0402 -0.0496
H -3.501 -2.249 1.487 0.0252 -0.0576 0.0125
H -2.043 -2.849 3.077 0.0266 -0.0759 0.0118
H -0.970 -3.655 1.948 -0.0607 -0.0629 0.1270
H -0.080 -1.666 3.370 -0.0640 0.0544 -0.0143
H -0.834 -0.613 2.185 0.0098 0.0659 -0.1346
H 3.739 -0.859 1.752 -0.1398 0.0458 -0.0157
H 4.627 -1.248 0.285 -0.0276 -0.0068 0.0197
H 3.854 1.603 1.050 -0.0110 -0.0296 0.0993
H 5.466 0.854 1.182 0.0109 0.0471 -0.0501
H 3.865 1.451 -2.482 0.0335 0.0085 0.0270
H 3.038 2.145 -1.082 0.0232 -0.0502 0.1225
H 3.060 -0.723 -2.097 0.1527 -0.0358 0.1010
H 1.702 0.304 -1.647 0.0160 -0.0830 -0.0219
H -1.225 -0.311 -2.854 -0.0270 0.0107 0.0350

---

45
Properties=species:S:1:pos:R:3:forces:R:3 method="wB97M-V/def2-TZVPD" total_energy_ha=-1824.97372 total_charge=0 e_above_lowest_kcal_mol=0.0 smiles="CSCC[C@H](NC(=O)OC(C)(C)C)c1nnc(SCC(N)=O)o1" spin_multiplicity=1 mol_weight_g_mol=362.48 lumo_ev=0.59
C 3.178 4.325 -0.002 -0.3606 -0.4085 -0.1280
S 2.240 3.014 -0.839 -0.0558 0.2893 -0.0598
C 0.611 3.222 -0.040 0.4645 0.0541 -0.1249
C 0.551 2.721 1.399 0.0094 -0.1359 -0.0400
C 0.337 1.207 1.520 -0.0210 -0.2153 0.3977
N 1.420 0.473 0.900 0.0525 0.1034 -0.1444
C 1.265 -0.868 0.703 0.2364 0.3470 0.2004
O 0.365 -1.504 1.201 -0.2289 -0.2770 0.1245
O 2.253 -1.329 -0.064 0.1959 0.0410 -0.1589
C 2.325 -2.736 -0.405 -0.0270 -0.6423 -0.1560
C 2.495 -3.580 0.857 -0.1123 0.3051 -0.0789
C 3.567 -2.836 -1.291 -0.3169 0.2126 0.2683
C 1.076 -3.151 -1.182 0.0823 0.2201 0.2058
C -0.969 0.791 0.926 -0.0508 0.1662 -0.6665
N -1.291 0.750 -0.323 1.3818 0.4054 0.4008
N -2.558 0.290 -0.396 -1.0827 -0.6054 0.5485
C -2.946 0.079 0.829 0.1411 0.0957 -0.8209
S -4.465 -0.506 1.382 -0.4395 -0.1804 0.2406
C -5.236 -0.959 -0.211 0.1382 0.2237 0.2267
C -5.861 0.241 -0.926 0.3392 -0.2809 -0.0027
N -4.981 0.949 -1.653 0.1612 0.3560 -0.3991
O -7.043 0.487 -0.856 -0.5057 -0.0159 0.1470
O -1.987 0.389 1.720 -0.2087 -0.0742 0.1321
H 4.164 4.334 -0.453 0.1045 0.0498 0.0084
H 2.686 5.280 -0.166 0.0418 0.1072 0.0162
H 3.262 4.113 1.060 0.0859 0.0876 0.0843
H 0.372 4.284 -0.088 -0.1036 -0.0279 -0.0223
H -0.086 2.666 -0.668 -0.0159 0.1619 -0.0078
H -0.275 3.219 1.912 0.0304 -0.0536 0.0603
H 1.471 2.974 1.929 -0.0415 0.0548 0.0691
H 0.290 0.929 2.583 -0.0255 0.1321 -0.1776
H 2.022 0.973 0.256 0.0259 -0.0326 0.1087
H 2.630 -4.623 0.585 0.0513 -0.1124 -0.0529
H 1.616 -3.490 1.489 -0.0082 -0.0614 0.0342
H 3.366 -3.244 1.416 0.1148 -0.0076 0.0475
H 3.713 -3.863 -1.611 0.0051 -0.1172 -0.0287
H 4.444 -2.506 -0.741 0.1233 0.0091 0.0528
H 3.450 -2.202 -2.166 -0.0013 0.0437 -0.1270
H 1.180 -4.178 -1.521 0.0478 -0.1118 -0.0659
H 0.198 -3.075 -0.548 -0.0471 -0.0470 -0.0251
H 0.943 -2.503 -2.046 -0.0053 0.0276 -0.1192
H -6.024 -1.662 0.055 0.0595 0.0692 -0.0380
H -4.473 -1.438 -0.819 -0.0395 -0.0896 -0.0175
H -5.309 1.774 -2.128 -0.0712 -0.0523 0.0655
H -3.985 0.769 -1.581 -0.1239 -0.0133 0.0223